Record 1
Computed, not measured: the ion C6H15N2 with charge +1, with ωB97M-V with the def2-TZVPD basis set.

Calculated values
Gap between HOMO and LUMO = 9.18 eV
Molecular weight = 115.20 g mol⁻¹
Structure (SMILES) = C=CCCNCC[NH3+]
Largest force on an atom = 1.89 eV/A

ORCA input file:
```
! RIJCOSX wB97M-V def2-TZVPD def2/J DEFGRID3
* xyz 1 1
C -2.358 2.311 1.971
C -1.797 2.283 0.774
C -1.450 1.017 0.055
C -0.091 0.407 0.511
N 0.716 0.158 -0.710
C 1.989 -0.512 -0.520
C 1.678 -2.015 -0.423
N 0.596 -2.377 -1.366
H -2.527 3.244 2.499
H -2.832 1.509 2.526
H -1.547 3.127 0.136
H -1.429 1.202 -1.022
H -2.220 0.257 0.236
H -0.185 -0.491 1.132
H 0.460 1.102 1.168
H 0.758 1.049 -1.186
H 2.655 -0.205 -1.337
H 2.555 -0.168 0.353
H 1.468 -2.113 0.644
H 2.536 -2.649 -0.616
H 0.977 -2.598 -2.284
H 0.107 -1.467 -1.525
H -0.058 -3.072 -1.017
*
```

---

Record 2
Computed, not measured: a cluster of 8 separate species, C6H28NO7 in total, with ωB97M-V with the def2-TZVPD basis set.

Calculated values
Gap between HOMO and LUMO = 9.46 eV
Molecular weight = 226.29 g mol⁻¹
Largest force on an atom = 6.12 eV/A

ORCA input file:
```
! RIJCOSX wB97M-V def2-TZVPD def2/J DEFGRID3
* xyz 1 1
C 0.750 0.320 -2.519
C 0.059 1.585 -2.242
C 0.890 2.772 -2.002
C 2.796 2.316 -0.447
C 1.466 2.685 -0.601
C 0.552 2.772 0.568
N 0.962 -0.364 -1.091
H 1.800 0.354 -2.923
H 0.095 -0.561 -3.025
H -0.643 1.895 -3.081
H -0.463 1.394 -1.312
H 1.818 2.975 -2.682
H 0.345 3.628 -2.052
H 3.411 1.911 -1.200
H 3.227 2.214 0.543
H 0.965 3.306 1.404
H -0.529 3.070 0.468
H 0.466 1.705 0.984
H 0.174 -0.585 -0.550
H 1.594 -1.129 -1.158
H 1.505 0.351 -0.573
H -1.352 -4.120 2.863
H -0.656 -3.275 3.925
O -1.103 -3.232 3.167
H -1.563 -2.948 0.848
H -2.695 -3.573 0.960
O -2.445 -2.899 0.432
H -0.598 -0.235 1.925
H -1.151 -1.565 2.316
O -0.467 -1.146 1.881
H -1.044 -3.011 -1.065
H 0.181 -3.743 -1.633
O -0.365 -2.910 -1.708
H 1.347 -1.664 1.368
H 2.900 -1.853 1.025
O 2.067 -1.672 0.624
H -2.578 0.030 0.441
H -3.196 -0.030 -0.801
O -2.259 0.127 -0.543
H -2.532 2.193 2.028
H -1.825 1.361 3.151
O -1.906 1.550 2.288
*
```

---

Record 3
Computed, not measured: a cluster of 2 separate species, C5H8O2 in total, with ωB97M-V with the def2-TZVPD basis set.

Calculated values
Gap between HOMO and LUMO (spin up / spin down) = 7.27 / 7.25 eV
Molecular weight = 100.12 g mol⁻¹
Largest force on an atom = 0.54 eV/A

ORCA input file:
```
! RIJCOSX wB97M-V def2-TZVPD def2/J DEFGRID3
* xyz 0 1
C -2.234 0.143 0.127
C -1.157 -0.854 -0.111
C 0.944 -0.041 -1.170
C 1.200 0.238 0.156
O 0.307 0.290 1.056
C 2.602 0.505 0.646
O 3.604 0.104 0.104
H -2.254 0.498 1.157
H -3.190 -0.347 -0.112
H -2.146 1.006 -0.541
H -1.138 -1.310 -1.094
H -0.875 -1.518 0.696
H 1.763 -0.266 -1.846
H 0.080 0.436 -1.624
H 2.621 1.082 1.591
*
```

---

Record 4
Computed, not measured: the molecule C21H25N3O2, with ωB97M-V with the def2-TZVPD basis set.

Calculated values
Gap between HOMO and LUMO = 8.31 eV
Molecular weight = 351.45 g mol⁻¹
Structure (SMILES) = CCOc1c2ccc(C(=O)NCCc3ccc(C)cc3)cc2nn1CC
Largest force on an atom = 1.16 eV/A

ORCA input file:
```
! RIJCOSX wB97M-V def2-TZVPD def2/J DEFGRID3
* xyz 0 1
C 7.753 0.878 -0.669
C 6.241 0.970 -0.554
O 5.759 -0.307 -0.169
C 4.433 -0.421 0.068
C 3.320 0.419 -0.049
C 3.057 1.745 -0.443
C 1.770 2.194 -0.398
C 0.696 1.369 0.022
C -0.659 1.993 0.044
O -0.831 3.180 0.252
N -1.680 1.141 -0.216
C -3.064 1.542 -0.170
C -3.824 0.886 1.008
C -5.021 0.119 0.523
C -4.891 -1.189 0.074
C -5.982 -1.882 -0.416
C -7.236 -1.287 -0.473
C -8.424 -2.045 -0.981
C -7.365 0.022 -0.026
C -6.273 0.715 0.463
C 0.919 0.077 0.427
C 2.235 -0.413 0.395
N 2.668 -1.626 0.739
N 3.986 -1.601 0.539
C 4.787 -2.772 0.780
C 5.079 -3.517 -0.518
H 8.158 1.840 -0.970
H 8.026 0.130 -1.409
H 8.184 0.594 0.287
H 5.957 1.715 0.200
H 5.800 1.255 -1.518
H 3.849 2.401 -0.771
H 1.530 3.207 -0.679
H -1.478 0.173 -0.403
H -3.060 2.629 -0.073
H -3.547 1.274 -1.116
H -4.137 1.652 1.717
H -3.142 0.211 1.529
H -3.925 -1.673 0.111
H -5.860 -2.900 -0.759
H -8.125 -2.793 -1.712
H -8.918 -2.560 -0.156
H -9.147 -1.373 -1.438
H -8.332 0.504 -0.061
H -6.394 1.734 0.804
H 0.137 -0.566 0.800
H 4.219 -3.403 1.466
H 5.722 -2.456 1.251
H 5.641 -2.880 -1.197
H 4.149 -3.811 -0.998
H 5.664 -4.408 -0.310
*
```

---

Record 5
Computed, not measured: the molecule C3H8N2S, with ωB97M-V with the def2-TZVPD basis set.

Calculated values
Gap between HOMO and LUMO = 9.86 eV
Molecular weight = 104.18 g mol⁻¹
Structure (SMILES) = [H]/N=C(/N)SCC
Largest force on an atom = 1.98 eV/A

ORCA input file:
```
! RIJCOSX wB97M-V def2-TZVPD def2/J DEFGRID3
* xyz 0 1
H -0.140 -1.944 -0.178
N 0.516 -1.717 -0.912
C 0.496 -0.535 -1.318
N 1.249 -0.179 -2.424
S -0.543 0.804 -0.874
C -1.269 0.410 0.770
C -0.213 0.650 1.886
H 1.978 -0.866 -2.534
H 1.538 0.800 -2.559
H -2.083 1.109 0.875
H -1.608 -0.618 0.763
H -0.028 1.730 2.010
H 0.703 0.092 1.674
H -0.597 0.265 2.822
*
```

---

Record 6
Computed, not measured: a structure of composition C23H25AuN5OP, with ωB97M-V with the def2-TZVPD basis set.

Calculated values
Gap between HOMO and LUMO = 7.29 eV
Molecular weight = 615.43 g mol⁻¹
Largest force on an atom = 1.16 eV/A

ORCA input file:
```
! RIJCOSX wB97M-V def2-TZVPD def2/J DEFGRID3
* xyz 2 1
Au -0.367 1.261 0.568
C 3.912 0.808 3.138
N 3.861 1.766 2.033
C 5.085 2.508 1.722
C 2.710 1.901 1.354
N 1.715 1.076 1.414
N 2.651 3.035 0.536
C 1.654 3.497 -0.291
N 1.917 4.704 -0.826
N 0.559 2.843 -0.562
H 4.754 1.062 3.774
H 4.043 -0.217 2.781
H 3.006 0.874 3.740
H 5.937 1.889 1.991
H 5.155 3.444 2.281
H 5.169 2.699 0.653
H 1.905 0.279 2.007
H 3.417 3.673 0.662
H 2.745 5.229 -0.607
H 1.238 5.156 -1.413
H -0.036 3.374 -1.184
O -0.981 0.348 3.058
C -1.481 0.293 2.001
C -2.802 -0.263 1.543
C -3.891 -0.296 2.389
C -5.099 -0.770 1.876
C -5.177 -1.202 0.561
C -4.055 -1.165 -0.278
C -2.870 -0.681 0.228
P -1.289 -0.527 -0.641
C -1.545 -0.642 -2.391
C -2.218 0.399 -3.039
C -2.543 0.273 -4.377
C -2.186 -0.881 -5.068
C -1.508 -1.908 -4.428
C -1.170 -1.791 -3.086
C -0.262 -1.902 -0.093
C 1.083 -1.913 -0.473
C 1.902 -2.954 -0.069
C 1.390 -3.974 0.726
C 0.055 -3.966 1.101
C -0.776 -2.929 0.692
H -3.808 0.049 3.412
H -5.977 -0.790 2.507
H -6.117 -1.572 0.173
H -4.120 -1.512 -1.302
H -2.488 1.300 -2.498
H -3.072 1.070 -4.883
H -2.434 -0.975 -6.118
H -1.245 -2.806 -4.970
H -0.640 -2.594 -2.591
H 1.489 -1.114 -1.086
H 2.939 -2.976 -0.378
H 2.034 -4.782 1.049
H -0.345 -4.769 1.707
H -1.822 -2.941 0.974
*
```